# C38H84Br2N8O17

12 unconnected molecules or ions with the total composition C38H84Br2N8O17 at a distorted geometry (ωB97M-V with the def2-TZVPD basis set, the OMol25 dataset).

Properties
SMILES: CCOC(=O)OC.CCOC(=O)OC.CCOC(=O)OC.CN(C)C=O.CN(C)C=O.CN(C)C=O.CN(C)C=O.CN(C)C=O.CN(C)C=O.CN(C)C=O.CN(C)C=O.BrCCBr
HOMO (eV): -8.77
Molecular weight (u): 1084.9
Orbital gap (eV): 8.8648

Structure (ORCA input):
```
! RIJCOSX wB97M-V def2-TZVPD def2/J DEFGRID3
* xyz 0 1
C -6.317 -5.563 0.460
C -4.946 -5.628 -0.228
O -3.969 -6.103 0.674
C -2.784 -5.551 0.777
O -2.411 -4.534 0.235
O -1.986 -6.336 1.475
C -0.688 -5.910 1.810
H -6.378 -4.710 1.138
H -6.486 -6.487 1.014
H -7.129 -5.444 -0.255
H -4.731 -4.618 -0.572
H -5.107 -6.312 -1.060
H -0.482 -4.883 2.117
H 0.057 -6.211 1.076
H -0.452 -6.454 2.729
C -4.478 -1.929 1.115
C -4.375 -1.488 -0.308
O -5.510 -1.958 -1.046
C -5.744 -1.485 -2.244
O -4.977 -0.821 -2.895
O -6.951 -1.871 -2.640
C -7.333 -1.394 -3.947
H -4.477 -3.019 1.166
H -5.336 -1.588 1.694
H -3.579 -1.594 1.636
H -3.433 -1.823 -0.747
H -4.365 -0.402 -0.420
H -8.199 -1.988 -4.218
H -6.510 -1.474 -4.651
H -7.617 -0.350 -3.812
C -2.781 0.159 4.296
C -2.406 1.522 3.767
O -1.738 2.287 4.785
C -1.746 3.593 4.731
O -2.215 4.238 3.826
O -1.249 4.067 5.855
C -1.479 5.441 6.178
H -3.808 0.092 4.654
H -2.182 -0.137 5.160
H -2.599 -0.590 3.527
H -3.235 2.073 3.328
H -1.735 1.465 2.907
H -2.479 5.526 6.603
H -1.405 6.033 5.266
H -0.726 5.724 6.905
C -3.747 5.034 0.235
N -4.017 3.679 0.639
C -4.895 3.537 1.794
C -3.299 2.688 0.100
O -3.304 1.534 0.514
H -3.171 5.611 0.971
H -4.631 5.663 0.101
H -3.138 5.047 -0.669
H -5.849 4.038 1.639
H -4.973 2.484 2.044
H -4.419 4.086 2.612
H -2.775 3.016 -0.805
C 2.365 -0.624 2.978
N 3.648 -1.239 3.268
C 3.849 -1.445 4.696
C 4.515 -1.717 2.360
O 5.474 -2.417 2.617
H 2.315 -0.335 1.929
H 2.205 0.266 3.585
H 1.569 -1.346 3.177
H 3.747 -0.452 5.150
H 3.079 -2.101 5.105
H 4.846 -1.744 5.004
H 4.279 -1.329 1.353
C -0.932 -0.269 -4.332
N -0.329 0.764 -3.488
C 1.110 0.931 -3.543
C -1.124 1.494 -2.703
O -0.713 2.316 -1.889
H -1.733 0.132 -4.956
H -1.475 -0.951 -3.667
H -0.231 -0.849 -4.921
H 1.492 1.075 -4.553
H 1.443 1.818 -3.004
H 1.598 0.101 -3.032
H -2.196 1.309 -2.865
C -0.608 -1.996 0.483
N 0.267 -0.890 0.097
C 0.003 0.435 0.622
C 1.419 -1.208 -0.528
O 2.408 -0.496 -0.603
H -0.387 -2.899 -0.078
H -1.661 -1.849 0.227
H -0.593 -2.013 1.576
H 0.154 0.424 1.709
H 0.782 1.132 0.309
H -0.949 0.894 0.364
H 1.346 -2.181 -1.031
C 3.355 2.413 1.465
N 4.715 2.808 1.749
C 5.462 1.866 2.559
C 5.154 4.020 1.342
O 6.262 4.437 1.641
H 2.909 3.104 0.745
H 2.622 2.480 2.281
H 3.316 1.403 1.053
H 6.428 2.288 2.823
H 4.861 1.614 3.432
H 5.668 0.957 1.989
H 4.475 4.691 0.803
C 5.124 3.805 -2.291
N 4.630 2.520 -2.752
C 4.053 1.760 -1.649
C 4.708 2.030 -3.983
O 4.405 0.897 -4.331
H 6.023 3.639 -1.693
H 4.394 4.400 -1.746
H 5.458 4.383 -3.159
H 4.657 1.725 -0.747
H 3.036 2.117 -1.463
H 3.849 0.737 -1.964
H 5.094 2.774 -4.700
C -0.015 3.937 1.106
N 1.051 4.808 0.624
C 1.683 5.577 1.676
C 1.467 4.805 -0.667
O 2.427 5.450 -1.046
H 0.458 3.368 1.917
H -0.409 3.329 0.296
H -0.761 4.544 1.630
H 2.541 6.133 1.310
H 0.953 6.291 2.070
H 1.941 4.924 2.514
H 0.869 4.114 -1.279
C 3.022 -2.186 -3.602
N 3.265 -2.579 -4.995
C 2.254 -3.438 -5.604
C 4.298 -2.104 -5.709
O 4.522 -2.412 -6.870
H 3.286 -3.049 -2.983
H 1.971 -1.917 -3.554
H 3.657 -1.399 -3.196
H 1.243 -3.251 -5.238
H 2.171 -3.347 -6.682
H 2.529 -4.448 -5.296
H 4.960 -1.454 -5.117
Br 3.314 -8.152 -1.469
C 1.682 -7.141 -1.770
C 2.167 -5.743 -2.043
Br 0.677 -4.453 -2.312
H 1.144 -7.165 -0.827
H 1.103 -7.606 -2.559
H 2.801 -5.698 -2.927
H 2.782 -5.323 -1.253
*
```

=====

# C13H23Cl2FIN2O5P

A molecular structure, C13H23Cl2FIN2O5P at a distorted geometry (ωB97M-V with the def2-TZVPD basis set, the OMol25 dataset).

Properties
HOMO (eV): -7.94
Molecular weight (u): 535.1
Orbital gap (eV): 7.7108

Structure (ORCA input):
```
! RIJCOSX wB97M-V def2-TZVPD def2/J DEFGRID3
* xyz 0 1
C 4.735 0.515 0.871
C 4.622 1.008 -0.671
O 3.934 -0.050 -1.383
C 3.612 2.294 -0.649
N 2.245 1.769 -0.928
C 1.159 2.674 -0.450
C 0.243 2.012 0.724
O -0.832 1.190 0.240
C -0.441 -0.117 -0.230
C 0.772 -0.899 0.439
N 0.827 -2.364 0.166
O -0.249 0.141 -1.677
C -1.403 0.891 -2.066
O -1.402 1.860 -2.864
C -2.649 0.198 -1.325
Cl -3.903 1.345 -0.651
I -3.794 -0.764 -2.982
C -1.904 -0.846 -0.298
C -2.617 -1.028 1.156
C -4.127 -1.562 1.072
C -5.126 -0.704 2.027
F -4.270 -2.938 1.530
P -2.126 -2.494 -1.186
O -1.852 -3.708 0.036
Cl -0.653 -2.899 -2.639
H 5.214 1.305 1.558
H 3.652 0.382 1.236
H 5.231 -0.516 0.971
H 5.646 1.267 -1.118
H 4.581 -0.712 -1.716
H 3.644 2.840 0.368
H 3.952 3.028 -1.459
H 2.113 1.708 -1.954
H 0.448 2.881 -1.329
H 1.567 3.693 -0.077
H 0.878 1.561 1.569
H -0.267 2.932 1.215
H 0.644 -0.783 1.586
H 1.809 -0.467 0.206
H 1.718 -2.558 -0.326
H 0.936 -2.828 1.083
H -1.994 -1.781 1.753
H -2.531 -0.023 1.716
H -4.566 -1.454 0.007
H -6.040 -1.371 2.249
H -5.524 0.235 1.520
H -4.633 -0.445 3.030
H -1.279 -4.420 -0.351
*
```

=====

# C19H33F5N3O19

10 unconnected molecules or ions with the total composition C19H33F5N3O19 at a distorted geometry (ωB97M-V with the def2-TZVPD basis set, the OMol25 dataset).

Properties
HOMO (eV): -10.04
Molecular weight (u): 702.5
Orbital gap (eV): 6.3931

Structure (ORCA input):
```
! RIJCOSX wB97M-V def2-TZVPD def2/J DEFGRID3
* xyz 1 1
N -1.413 -3.017 -2.631
H -1.220 -3.963 -2.333
H -2.276 -2.942 -3.149
H -0.639 -2.779 -3.235
H -1.432 -2.345 -1.877
N 0.063 -3.845 1.018
H -0.015 -2.902 0.667
H 0.989 -4.243 0.954
H -0.495 -4.430 0.412
H -0.255 -3.901 1.975
N 3.386 -2.045 -0.939
H 2.541 -1.775 -0.456
H 3.222 -1.891 -1.924
H 3.669 -3.008 -0.828
H 4.110 -1.452 -0.559
C -0.199 0.616 -0.248
C 0.024 -0.872 0.039
O -0.864 -1.663 -0.340
O 1.145 -1.247 0.510
H -0.255 0.806 -1.320
H 0.577 1.270 0.149
H -1.190 0.841 0.147
C 1.798 0.094 -3.457
C 1.845 -1.379 -3.787
O 2.974 -1.934 -3.648
O 0.888 -2.121 -3.902
H 0.831 0.498 -3.759
H 2.471 0.689 -4.074
H 1.934 0.208 -2.381
C 3.271 3.260 0.797
C 3.821 2.774 2.100
O 4.323 1.480 1.761
C 4.549 1.346 0.490
O 5.025 0.364 -0.029
O 3.966 2.448 -0.094
F 2.847 2.622 2.910
H 3.455 4.277 0.449
H 2.225 2.972 0.695
H 4.558 3.335 2.675
C -2.806 4.878 2.041
C -2.704 3.452 1.610
O -1.400 3.307 1.283
C -0.827 4.489 1.132
O 0.338 4.627 0.796
O -1.658 5.442 1.487
F -3.441 3.232 0.504
H -2.816 4.953 3.129
H -3.667 5.500 1.796
H -2.949 2.759 2.415
C -4.337 -1.681 1.542
C -4.837 -0.371 0.973
O -5.044 -0.753 -0.408
C -4.384 -1.884 -0.704
O -4.257 -2.297 -1.893
O -3.939 -2.431 0.412
F -3.836 0.517 1.059
H -5.059 -2.413 1.904
H -3.518 -1.614 2.259
H -5.669 0.088 1.507
C 2.824 -2.749 3.648
C 4.057 -2.304 2.888
O 4.464 -1.184 3.569
C 3.872 -1.086 4.766
O 4.304 -0.306 5.599
O 2.981 -2.079 4.930
F 3.756 -1.906 1.660
H 2.743 -3.820 3.835
H 1.860 -2.457 3.231
H 4.847 -3.050 2.798
C -3.079 1.655 -2.315
C -3.022 2.378 -3.612
O -2.940 1.315 -4.557
C -2.692 0.151 -3.932
O -2.520 -0.908 -4.545
O -2.553 0.385 -2.676
F -1.973 3.179 -3.613
H -4.052 1.672 -1.824
H -2.431 2.183 -1.616
H -3.892 2.989 -3.855
*
```

=====

# C20H44N4O8

6 unconnected molecules or ions with the total composition C20H44N4O8 at a distorted geometry (ωB97M-V with the def2-TZVPD basis set, the OMol25 dataset).

Properties
HOMO (alpha / beta) (eV): 0.13 / -7.18
Molecular weight (u): 468.6
Orbital gap (alpha / beta) (eV): 2.1068 / 9.3634

Structure (ORCA input):
```
! RIJCOSX wB97M-V def2-TZVPD def2/J DEFGRID3
* xyz -1 2
C -6.169 -3.974 -1.451
O -7.195 -3.978 -2.133
N -5.365 -2.911 -1.268
C -3.975 -2.959 -0.812
C -5.610 -1.514 -1.800
H -5.731 -4.886 -1.018
H -3.861 -3.944 -0.359
H -3.816 -2.070 -0.201
H -3.312 -2.861 -1.671
H -5.496 -0.859 -0.935
H -4.993 -1.034 -2.559
H -6.644 -1.387 -2.119
C -3.969 1.718 0.072
O -4.584 1.797 1.117
N -2.933 2.567 -0.211
C -2.223 2.611 -1.500
C -2.471 3.536 0.855
H -3.997 0.973 -0.738
H -1.146 2.461 -1.426
H -2.514 3.516 -2.034
H -2.537 1.866 -2.231
H -1.389 3.659 0.901
H -2.908 4.534 0.877
H -2.751 3.129 1.826
C 5.723 2.338 -1.671
O 6.928 2.057 -1.766
N 4.680 1.740 -2.370
C 5.043 0.707 -3.336
C 3.307 2.205 -2.482
H 5.498 3.181 -1.000
H 5.910 0.097 -3.082
H 5.242 1.286 -4.238
H 4.203 0.051 -3.563
H 3.004 2.867 -1.671
H 3.204 2.673 -3.461
H 2.571 1.402 -2.430
C 3.409 -2.500 -5.484
O 4.242 -3.356 -5.247
N 2.474 -2.157 -4.610
C 1.642 -1.019 -4.842
C 2.455 -2.642 -3.277
H 3.233 -2.101 -6.496
H 1.556 -0.407 -3.944
H 0.604 -1.268 -5.065
H 1.997 -0.256 -5.535
H 2.881 -3.616 -3.037
H 2.839 -1.855 -2.628
H 1.420 -2.727 -2.945
O 0.910 -0.461 -1.375
C 0.366 -0.500 -0.227
O 1.023 -0.870 0.869
C 2.452 -0.720 0.944
C 2.848 0.743 1.165
C -1.080 -0.463 -0.007
H 2.905 -1.156 0.054
H 2.859 -1.339 1.744
H 3.928 0.856 1.268
H 2.527 1.240 2.080
H 2.502 1.428 0.391
H -1.564 0.046 -0.840
H -1.402 -0.012 0.931
H -1.355 -1.461 -0.348
O 1.315 0.624 8.512
C 0.097 0.700 8.218
O -0.464 0.348 6.998
C 0.285 -0.079 5.906
C -0.627 -0.074 4.617
C -1.007 1.177 9.120
H 0.490 -1.132 6.098
H 1.213 0.491 5.859
H -0.229 -0.407 3.659
H -1.044 0.933 4.603
H -1.503 -0.710 4.743
H -1.945 0.626 9.056
H -1.260 2.188 8.801
H -0.716 1.295 10.164
*
```

=====

Look up the molecular weight of the third one.
702.5 u

=====

What did the third record say?
# C19H33F5N3O19

10 unconnected molecules or ions with the total composition C19H33F5N3O19 at a distorted geometry (ωB97M-V with the def2-TZVPD basis set, the OMol25 dataset).

Properties
HOMO (eV): -10.04
Molecular weight (u): 702.5
Orbital gap (eV): 6.3931

Structure (ORCA input):
```
! RIJCOSX wB97M-V def2-TZVPD def2/J DEFGRID3
* xyz 1 1
N -1.413 -3.017 -2.631
H -1.220 -3.963 -2.333
H -2.276 -2.942 -3.149
H -0.639 -2.779 -3.235
H -1.432 -2.345 -1.877
N 0.063 -3.845 1.018
H -0.015 -2.902 0.667
H 0.989 -4.243 0.954
H -0.495 -4.430 0.412
H -0.255 -3.901 1.975
N 3.386 -2.045 -0.939
H 2.541 -1.775 -0.456
H 3.222 -1.891 -1.924
H 3.669 -3.008 -0.828
H 4.110 -1.452 -0.559
C -0.199 0.616 -0.248
C 0.024 -0.872 0.039
O -0.864 -1.663 -0.340
O 1.145 -1.247 0.510
H -0.255 0.806 -1.320
H 0.577 1.270 0.149
H -1.190 0.841 0.147
C 1.798 0.094 -3.457
C 1.845 -1.379 -3.787
O 2.974 -1.934 -3.648
O 0.888 -2.121 -3.902
H 0.831 0.498 -3.759
H 2.471 0.689 -4.074
H 1.934 0.208 -2.381
C 3.271 3.260 0.797
C 3.821 2.774 2.100
O 4.323 1.480 1.761
C 4.549 1.346 0.490
O 5.025 0.364 -0.029
O 3.966 2.448 -0.094
F 2.847 2.622 2.910
H 3.455 4.277 0.449
H 2.225 2.972 0.695
H 4.558 3.335 2.675
C -2.806 4.878 2.041
C -2.704 3.452 1.610
O -1.400 3.307 1.283
C -0.827 4.489 1.132
O 0.338 4.627 0.796
O -1.658 5.442 1.487
F -3.441 3.232 0.504
H -2.816 4.953 3.129
H -3.667 5.500 1.796
H -2.949 2.759 2.415
C -4.337 -1.681 1.542
C -4.837 -0.371 0.973
O -5.044 -0.753 -0.408
C -4.384 -1.884 -0.704
O -4.257 -2.297 -1.893
O -3.939 -2.431 0.412
F -3.836 0.517 1.059
H -5.059 -2.413 1.904
H -3.518 -1.614 2.259
H -5.669 0.088 1.507
C 2.824 -2.749 3.648
C 4.057 -2.304 2.888
O 4.464 -1.184 3.569
C 3.872 -1.086 4.766
O 4.304 -0.306 5.599
O 2.981 -2.079 4.930
F 3.756 -1.906 1.660
H 2.743 -3.820 3.835
H 1.860 -2.457 3.231
H 4.847 -3.050 2.798
C -3.079 1.655 -2.315
C -3.022 2.378 -3.612
O -2.940 1.315 -4.557
C -2.692 0.151 -3.932
O -2.520 -0.908 -4.545
O -2.553 0.385 -2.676
F -1.973 3.179 -3.613
H -4.052 1.672 -1.824
H -2.431 2.183 -1.616
H -3.892 2.989 -3.855
*
```

=====

The lowest molecular weight belongs to which entry?
C20H44N4O8